{
  "formula": "C4H7NOS",
  "method": "ωB97M-V with the def2-TZVPD basis set",
  "elements": ["C", "C", "C", "S", "N", "C", "O", "H", "H", "H", "H", "H", "H", "H"],
  "xyz": [[-1.5717, -0.6971, -0.7656], [-0.1158, -0.4531, -0.4560], [0.3911, -1.3514, 0.5587], [0.9386, -0.9890, 2.0284], [0.0906, 0.9160, -0.1420], [-0.0810, 1.9053, -1.0276], [-0.3052, 1.7888, -2.2351], [-1.7091, -1.7045, -1.1179], [-1.9582, -0.0898, -1.5324], [-2.2871, -0.5235, 0.0244], [0.4196, -0.6300, -1.4012], [0.2148, -2.4052, 0.3233], [0.3918, 1.1381, 0.8016], [-0.0182, 2.8949, -0.5339]],
  "charge": 0,
  "smiles": "C[C@H](C=S)NC=O",
  "orbital_gap_ha": 0.325
}

***

{
  "formula": "C46H101AsF6O26P3S7",
  "method": "ωB97M-V with the def2-TZVPD basis set",
  "elements": ["As", "F", "F", "F", "F", "F", "F", "C", "C", "C", "S", "O", "O", "C", "H", "H", "H", "H", "H", "H", "H", "H", "C", "C", "C", "S", "O", "O", "C", "H", "H", "H", "H", "H", "H", "H", "H", "C", "C", "C", "S", "O", "O", "C", "H", "H", "H", "H", "H", "H", "H", "H", "C", "C", "C", "S", "O", "O", "C", "H", "H", "H", "H", "H", "H", "H", "H", "C", "C", "C", "S", "O", "O", "C", "H", "H", "H", "H", "H", "H", "H", "H", "C", "C", "C", "S", "O", "O", "C", "H", "H", "H", "H", "H", "H", "H", "H", "C", "C", "C", "S", "O", "O", "C", "H", "H", "H", "H", "H", "H", "H", "H", "C", "C", "O", "P", "O", "O", "C", "C", "O", "C", "C", "H", "H", "H", "H", "H", "H", "H", "H", "H", "H", "H", "H", "H", "H", "H", "C", "C", "O", "P", "O", "O", "C", "C", "O", "C", "C", "H", "H", "H", "H", "H", "H", "H", "H", "H", "H", "H", "H", "H", "H", "H", "C", "C", "O", "P", "O", "O", "C", "C", "O", "C", "C", "H", "H", "H", "H", "H", "H", "H", "H", "H", "H", "H", "H", "H", "H", "H"],
  "xyz": [[-0.5368, 0.0986, -0.7089], [-0.8867, 1.7815, -0.7467], [0.9693, 0.3153, -1.5518], [-0.2747, -1.6149, -0.6680], [-1.9597, -0.1981, 0.2180], [-1.3083, -0.1050, -2.2229], [0.4266, 0.2623, 0.7278], [-0.1235, -1.0175, 3.9757], [-0.0930, -2.4954, 4.3128], [0.9531, -2.6079, 5.4071], [2.3146, -1.5986, 4.8265], [3.2860, -2.3949, 4.1220], [2.7408, -0.8075, 5.9488], [1.3225, -0.6369, 3.6625], [-0.4525, -0.4375, 4.8451], [-0.7698, -0.7683, 3.1350], [0.2043, -3.0833, 3.4350], [-1.0594, -2.9068, 4.6079], [1.2416, -3.5844, 5.7823], [0.5745, -2.0265, 6.2530], [1.5550, -1.0885, 2.6935], [1.5971, 0.4121, 3.6141], [5.4932, 0.1367, -0.0283], [5.0626, -1.0504, -0.9034], [4.3181, -0.4181, -2.0692], [5.3453, 0.9427, -2.5767], [4.5462, 2.0329, -3.0644], [6.4325, 0.4301, -3.3676], [5.9980, 1.2722, -0.8979], [6.1723, -0.1868, 0.7653], [4.6303, 0.4062, 0.5894], [4.3912, -1.7563, -0.4169], [5.9373, -1.5849, -1.2813], [3.3647, -0.0027, -1.7202], [4.0682, -1.0250, -2.9376], [5.4636, 2.1979, -0.6752], [7.0679, 1.4273, -0.9592], [-2.8491, 4.7497, -3.8735], [-2.3018, 4.0909, -2.6195], [-3.2844, 2.9796, -2.2859], [-4.8814, 3.7525, -2.4483], [-5.1886, 4.4323, -1.2186], [-5.8272, 2.8572, -3.0561], [-4.3403, 4.9974, -3.6501], [-2.7487, 4.0571, -4.7126], [-2.3473, 5.6741, -4.1574], [-2.1397, 4.7443, -1.7531], [-1.2914, 3.6895, -2.7457], [-3.1278, 2.3995, -1.3842], [-3.1639, 2.3019, -3.1425], [-4.5980, 5.9756, -3.2534], [-4.9313, 4.7945, -4.5418], [0.7382, -3.6111, -2.8781], [0.8678, -4.6306, -3.9952], [2.2215, -5.2541, -3.8728], [3.3558, -4.0091, -3.1498], [4.2374, -3.4955, -4.1711], [3.8914, -4.3338, -1.8547], [2.0238, -2.8104, -2.8906], [0.6632, -4.0792, -1.8937], [-0.1124, -2.9416, -2.9978], [0.7728, -4.1590, -4.9791], [0.0051, -5.3006, -3.9706], [2.6955, -5.5718, -4.7990], [2.3924, -6.0425, -3.1315], [2.0042, -2.0084, -3.6314], [2.2631, -2.3015, -1.9559], [-3.3770, -5.5275, 1.4842], [-2.6930, -4.1567, 1.6378], [-3.4153, -3.1277, 0.8038], [-5.0981, -3.7626, 0.5930], [-5.2142, -4.1468, -0.7961], [-6.0884, -2.8976, 1.1722], [-4.8589, -5.2420, 1.5698], [-2.9840, -6.2564, 2.1858], [-3.1399, -5.8611, 0.4688], [-1.6296, -4.2482, 1.3980], [-2.6301, -3.8347, 2.6846], [-2.9952, -2.9759, -0.1867], [-3.4865, -2.1603, 1.2956], [-5.5560, -5.9981, 1.2073], [-5.1927, -5.0267, 2.5895], [-3.8730, -1.6193, -3.0959], [-5.3947, -1.5565, -3.2335], [-5.6191, -0.3018, -4.0707], [-4.3409, -0.2572, -5.3141], [-3.7276, 1.0520, -5.3608], [-4.8592, -0.8296, -6.5279], [-3.2700, -1.4282, -4.4526], [-3.5609, -2.5216, -2.5634], [-3.5792, -0.8383, -2.3896], [-5.9422, -1.5098, -2.2971], [-5.7246, -2.4453, -3.7833], [-5.3761, 0.5313, -3.4058], [-6.5990, -0.0835, -4.4839], [-2.2392, -1.0801, -4.4559], [-3.2421, -2.2885, -5.1266], [1.9804, 0.7995, -5.5005], [0.7850, 1.0678, -4.5880], [-0.3474, 1.6076, -5.4415], [-0.2891, 0.5359, -6.8876], [-0.4912, 1.2985, -8.0906], [-1.0415, -0.6671, -6.6252], [1.4900, 0.1563, -6.7956], [2.7121, 0.1693, -4.9903], [2.5099, 1.7325, -5.7027], [1.0077, 1.7094, -3.7362], [0.4512, 0.1352, -4.1205], [-0.1102, 2.6048, -5.8124], [-1.3458, 1.5133, -5.0205], [1.9036, 0.6625, -7.6621], [1.5802, -0.9233, -6.8700], [-2.2172, 3.6527, 1.1293], [-2.0297, 3.9998, 2.5754], [-2.2007, 5.4343, 2.7379], [-2.2109, 6.0447, 4.1758], [-3.0852, 5.3915, 5.1389], [-2.5027, 7.5651, 3.8312], [-2.6248, 8.4610, 4.9537], [-2.3764, 9.8889, 4.4986], [-0.7020, 6.0188, 4.6803], [0.3594, 6.8252, 4.1673], [0.6371, 6.6667, 2.6825], [-3.1395, 4.0109, 0.6714], [-1.3874, 3.9822, 0.4999], [-2.2553, 2.5615, 1.0344], [-2.7201, 3.4274, 3.1980], [-1.0203, 3.7853, 2.9366], [-3.6271, 8.3746, 5.3706], [-1.8853, 8.2288, 5.7251], [-2.9851, 10.1336, 3.6274], [-2.6188, 10.5557, 5.3251], [-1.3357, 10.0369, 4.2069], [0.1697, 7.8865, 4.3625], [1.2417, 6.5184, 4.7278], [-0.2529, 6.8040, 2.0728], [1.3603, 7.4213, 2.3717], [1.0106, 5.6570, 2.4944], [3.6456, 6.9941, 3.9472], [3.5833, 5.6337, 4.6123], [2.2678, 5.0880, 4.5260], [2.0808, 3.6602, 3.8579], [3.1201, 2.7062, 4.2355], [0.6203, 3.2606, 4.2411], [0.3500, 2.7243, 5.5591], [-1.1416, 2.6543, 5.7279], [1.9655, 4.0599, 2.3484], [1.6562, 3.0895, 1.3009], [2.9694, 2.6957, 0.6080], [4.6218, 7.4697, 4.0610], [3.5041, 6.9192, 2.8602], [2.8832, 7.7048, 4.2704], [4.3929, 4.9857, 4.2836], [3.7780, 5.8218, 5.6763], [0.8003, 1.7280, 5.6095], [0.8265, 3.3289, 6.3331], [-1.5816, 3.6423, 5.6923], [-1.5690, 2.0296, 4.9390], [-1.3898, 2.1805, 6.6800], [1.1243, 2.2489, 1.7336], [1.0602, 3.5849, 0.5390], [3.2166, 3.4193, -0.1613], [3.7405, 2.6166, 1.3776], [2.8618, 1.6858, 0.2096], [2.2765, -3.6970, 1.0646], [1.5446, -5.0065, 1.2191], [1.5421, -5.7603, -0.0065], [1.0407, -7.2443, -0.1030], [0.0641, -7.6127, 0.9302], [0.4561, -7.2563, -1.5568], [0.1791, -8.5283, -2.1800], [-1.2528, -8.4818, -2.6732], [2.3299, -8.1484, -0.2330], [3.0232, -8.5983, 0.9388], [4.2151, -7.7156, 1.2298], [3.3572, -3.7946, 0.9643], [1.8012, -3.1110, 0.2820], [2.2115, -3.2611, 2.0654], [1.9600, -5.5861, 2.0510], [0.5012, -4.8430, 1.5041], [0.8591, -8.6721, -3.0173], [0.3095, -9.3079, -1.4280], [-1.3104, -7.6137, -3.3398], [-1.4595, -9.3097, -3.3552], [-1.9789, -8.3874, -1.8744], [2.3609, -8.6100, 1.8070], [3.3539, -9.6223, 0.7646], [4.8934, -7.6145, 0.3807], [3.8751, -6.6868, 1.3822], [4.7581, -8.0656, 2.1053]],
  "charge": -1,
  "orbital_gap_ha": 0.362
}

***

For reference, E by record: -18633.78583 -283445.92324 eV.
For reference, energy relative to the best compared isomer or geometry (same formula, charge and spin) by record: 0.7638 0.8903 eV.